Record 1
{"formula": "H12O6", "method": "the ωB97M-V functional and the def2-TZVPD basis", "symbols": ["H", "H", "H", "H", "H", "H", "H", "H", "H", "H", "H", "H", "O", "O", "O", "O", "O", "O"], "positions_angstrom": [[2.334251, -0.975398, -1.501278], [1.582032, -0.698278, -0.219255], [0.380214, -1.151013, 1.520701], [1.102539, 0.209592, 1.643867], [-0.397315, 1.806865, 0.478809], [-0.899074, 0.912662, 1.714107], [-1.958748, -1.686979, 1.716805], [-1.442282, -1.112799, 0.260173], [-0.332336, -1.085391, -1.291172], [-1.362144, 0.047153, -1.571493], [0.193886, 2.358487, -2.013307], [0.823754, 1.033879, -1.435179], [1.553060, -0.502668, -1.185523], [1.322904, -0.753510, 1.536954], [-0.215044, 1.623111, 1.438435], [-1.362584, -1.017414, 1.273724], [-1.293307, -0.892399, -1.469703], [-0.008126, 1.585532, -1.506736]], "forces_ev_per_a": [[-0.168, 0.201, -0.312], [-0.151, 0.289, 0.520], [1.732, 0.803, 0.180], [0.177, -0.766, -0.092], [0.243, -0.352, 1.026], [1.457, 1.643, -0.889], [0.967, 1.141, -1.016], [-0.345, 0.133, 1.280], [-0.988, 0.613, -0.800], [0.347, 1.046, -0.219], [0.224, 0.647, -0.424], [-0.897, 0.540, -0.235], [0.577, -0.694, 0.175], [-1.628, -0.018, -0.237], [-1.644, -1.209, -0.176], [-1.142, -1.374, -0.295], [0.788, -1.826, 0.896], [0.450, -0.817, 0.618]], "e_tot_ev": -12480.7479, "smiles": "O.O.O.O.O.O"}

Record 2
{"formula": "C4H8N2", "method": "the ωB97M-V functional and the def2-TZVPD basis", "symbols": ["C", "C", "N", "C", "C", "N", "H", "H", "H", "H", "H", "H", "H", "H"], "positions_angstrom": [[1.559368, -0.398748, -0.324699], [0.303312, 0.105215, 0.325815], [-1.244292, -1.725575, -0.286604], [-0.911325, -0.514852, 0.276809], [-0.411803, 2.185736, 0.252038], [0.351218, 1.340568, 0.899473], [-0.492353, -2.239553, -0.732901], [-1.910961, -2.272603, 0.249108], [-1.688412, -0.172815, 0.958412], [2.213231, -0.845324, 0.430951], [1.379296, -1.150860, -1.098420], [2.106100, 0.416509, -0.808953], [-0.547588, 3.197017, 0.661325], [-0.705790, 2.075284, -0.802353]], "forces_ev_per_a": [[0.206, -0.191, 0.179], [-1.085, -2.216, -1.540], [0.055, -0.613, -0.485], [0.858, 0.312, 1.064], [1.953, 0.156, 1.141], [-1.719, 3.100, -0.677], [-0.403, -0.049, 0.260], [0.471, -0.005, -0.334], [0.078, 0.466, -0.398], [0.116, 0.042, -0.106], [-0.129, 0.044, 0.174], [-0.087, -0.056, 0.131], [0.030, -0.410, 0.050], [-0.343, -0.580, 0.542]], "e_tot_ev": -7256.2158, "smiles": "C=N/C(C)=C/N"}

Record 3
{"formula": "C22H28AlN2O5", "method": "the ωB97M-V functional and the def2-TZVPD basis", "symbols": ["Al", "O", "C", "C", "O", "O", "C", "C", "C", "C", "C", "C", "C", "C", "C", "C", "C", "C", "H", "H", "H", "H", "H", "H", "H", "H", "H", "H", "H", "C", "C", "N", "C", "C", "C", "C", "N", "H", "H", "H", "H", "H", "H", "H", "H", "H", "H", "H", "H", "H", "H", "C", "O", "C", "O", "H", "H", "H"], "positions_angstrom": [[-0.085888, 0.799348, 0.938289], [-1.182049, -0.466425, 0.092081], [-2.380918, 0.159696, -0.620249], [-2.081624, 1.678720, -0.589053], [-2.822693, 2.432418, -1.140331], [-1.022317, 2.030553, 0.127954], [-3.595022, -0.220932, 0.193467], [-3.866023, -1.578678, 0.365364], [-4.932128, -1.993696, 1.143120], [-5.754700, -1.046436, 1.743635], [-5.499894, 0.302441, 1.561084], [-4.419988, 0.720377, 0.791607], [-2.361148, -0.353311, -2.044381], [-3.534454, -0.727994, -2.683984], [-3.502061, -1.141372, -4.010317], [-2.302500, -1.181841, -4.700042], [-1.125717, -0.795254, -4.067303], [-1.157249, -0.376560, -2.749003], [-1.353762, -1.402850, 0.253681], [-3.271092, -2.333893, -0.143097], [-5.130848, -3.049603, 1.268193], [-6.594231, -1.363698, 2.347796], [-6.140575, 1.043009, 2.020926], [-4.238861, 1.777451, 0.652296], [-4.478679, -0.682937, -2.159572], [-4.422326, -1.426823, -4.502271], [-2.282623, -1.504720, -5.732501], [-0.188578, -0.814432, -4.607979], [-0.236549, -0.065493, -2.267436], [5.309409, -1.449225, -0.915830], [5.089269, -0.365552, 0.123704], [3.866557, 0.418289, -0.136520], [4.013678, 1.527844, -1.093443], [4.189288, 2.873673, -0.407958], [2.706027, 0.143650, 0.432782], [2.617002, -1.005200, 1.392134], [1.613849, 0.854753, 0.182959], [6.240440, -1.978042, -0.714481], [5.375294, -1.024686, -1.918385], [4.497022, -2.177476, -0.907078], [5.912326, 0.349599, 0.122616], [5.044373, -0.774430, 1.128422], [3.167860, 1.520389, -1.783665], [4.885265, 1.290485, -1.701019], [3.341773, 3.122020, 0.231981], [4.290323, 3.660037, -1.154935], [5.087334, 2.874735, 0.210000], [3.180738, -0.778598, 2.296761], [3.018391, -1.914885, 0.948066], [1.592408, -1.194099, 1.700677], [1.755232, 1.626134, -0.457121], [0.908472, 0.627874, 4.988740], [0.983090, 0.734448, 3.549941], [-0.208316, 0.548978, 2.900148], [-1.214179, 0.251980, 3.489064], [1.916736, 0.806734, 5.347628], [0.562080, -0.360889, 5.280478], [0.222767, 1.374373, 5.382334]], "forces_ev_per_a": [[-0.359, -0.089, -0.032], [0.076, 0.232, -0.121], [0.237, -0.183, -0.016], [-0.173, -0.030, 0.364], [0.048, 0.086, -0.223], [0.071, -0.073, -0.151], [-0.016, 0.039, -0.010], [-0.042, -0.116, -0.026], [-0.033, 0.090, 0.024], [0.042, -0.029, -0.019], [0.020, 0.017, -0.003], [-0.011, 0.000, 0.073], [0.020, 0.032, -0.007], [-0.010, 0.033, -0.054], [-0.007, 0.016, 0.041], [0.051, 0.012, 0.004], [-0.071, -0.019, -0.031], [0.001, -0.017, 0.007], [-0.044, 0.039, 0.130], [0.028, 0.048, -0.003], [-0.001, 0.007, 0.001], [0.006, 0.004, -0.008], [0.005, -0.011, -0.003], [-0.025, -0.028, 0.010], [0.002, -0.002, 0.016], [0.010, 0.000, 0.004], [0.012, 0.001, 0.009], [-0.004, 0.003, 0.009], [-0.016, -0.010, 0.013], [-0.015, -0.027, -0.038], [-0.047, 0.156, 0.041], [-0.025, -0.038, 0.000], [0.023, -0.130, -0.014], [0.001, 0.015, 0.024], [0.078, 0.079, -0.016], [0.023, -0.027, -0.018], [0.078, -0.098, 0.030], [-0.007, 0.017, 0.006], [-0.002, -0.023, 0.010], [0.017, 0.011, -0.012], [0.016, -0.023, -0.011], [-0.004, -0.041, 0.010], [-0.029, 0.026, 0.007], [0.009, 0.032, 0.001], [0.008, -0.004, -0.006], [0.008, -0.009, 0.005], [-0.008, 0.005, -0.003], [0.000, 0.004, 0.007], [0.015, 0.016, 0.003], [-0.025, 0.047, -0.057], [-0.013, 0.011, -0.042], [0.083, 0.030, -0.058], [-0.373, 0.004, -0.057], [0.558, -0.075, 0.190], [-0.175, 0.002, -0.037], [-0.006, -0.001, 0.027], [0.000, -0.018, -0.003], [-0.003, 0.004, 0.015]], "e_tot_ev": -43081.9684, "total_charge": 1}

Results for energy above the lowest of the compared OMol25 structures with the same formula, charge and spin: 8.4; 38.3; 26.2 (in kcal per mole, following the order of the records).
Results for HOMO-LUMO gap: 11.4138; 8.4513; 9.3918 (in eV, following the order of the records).